Entry 1:
Computed, not measured: a cluster of 2 separate species, C11H26N4O6P in total, with ωB97M-V with the def2-TZVPD basis set.

Geometry as XYZ:
```
48
Properties=species:S:1:pos:R:3:lowdin_charge:R:1
N 0.725 -5.309 -0.146 0.144
C 0.100 -4.222 -0.646 -0.296
N -1.268 -3.994 -0.262 0.205
C -1.519 -2.758 -0.950 -0.115
C -2.994 -2.228 -0.749 -0.087
C -3.975 -3.479 -0.965 -0.186
C -5.488 -3.083 -1.234 -0.224
O -6.189 -4.327 -1.569 -0.105
N -0.431 -2.264 -1.704 -0.110
O -0.418 -1.134 -2.434 0.098
N 0.557 -3.187 -1.498 0.174
H 1.073 -6.092 -0.701 0.128
H 0.791 -5.371 0.876 0.136
H -3.261 -1.319 -1.364 0.127
H -3.068 -1.909 0.347 0.144
H -3.584 -4.022 -1.897 0.126
H -3.891 -4.212 -0.109 0.124
H -5.651 -2.393 -2.116 0.126
H -6.035 -2.657 -0.339 0.130
H -5.494 -5.015 -1.636 0.074
H -0.045 -1.414 -3.306 0.169
H 1.512 -3.161 -1.882 0.199
O -0.152 2.756 1.028 -0.224
P 1.329 2.765 0.647 0.702
O 1.571 1.126 0.675 -0.216
C 1.085 0.355 -0.408 -0.321
C 2.026 0.430 -1.600 -0.077
O 1.911 3.104 2.163 -0.232
C 1.151 3.905 3.067 -0.306
C 0.444 3.028 4.082 -0.073
O 2.939 2.931 0.100 -0.214
C 3.333 4.239 -0.350 -0.284
C 3.726 5.139 0.808 -0.073
H 0.077 0.681 -0.684 0.101
H 1.016 -0.680 -0.061 0.102
H 2.035 1.437 -2.023 0.078
H 1.719 -0.266 -2.381 0.042
H 3.051 0.198 -1.301 0.091
H 0.448 4.546 2.531 0.106
H 1.851 4.565 3.587 0.116
H -0.182 2.276 3.599 0.071
H -0.182 3.629 4.745 0.080
H 1.174 2.485 4.688 0.079
H 2.531 4.688 -0.941 0.111
H 4.194 4.100 -1.008 0.118
H 2.842 5.483 1.348 0.065
H 4.255 6.024 0.447 0.084
H 4.361 4.610 1.521 0.091
```

Energy above the lowest of the compared OMol25 structures with the same formula, charge and spin, kJ/mol: 362.3
LUMO level, eV: -3.742
HOMO energy, Eh: -0.4442
Total charge: +1
Kohn-Sham gap, eV: 8.3

=====

Entry 2:
Computed, not measured: a cluster of 3 separate species, C11H26N5O5S in total, with ωB97M-V with the def2-TZVPD basis set.

Geometry as XYZ:
```
48
Properties=species:S:1:pos:R:3:lowdin_charge:R:1
N -5.575 3.021 -1.962 0.134
C -5.328 1.893 -1.438 -0.558
N -6.289 1.324 -0.575 0.088
N -4.149 1.094 -1.637 -0.012
C -2.892 1.824 -1.376 -0.232
C -2.803 2.369 0.049 -0.198
C -1.682 3.432 0.102 -0.237
C -1.733 4.323 1.345 -0.263
S -1.653 3.424 2.906 0.399
O -0.796 2.262 2.673 -0.374
O -3.037 3.119 3.267 -0.389
O -1.031 4.401 3.835 -0.421
H -4.777 3.285 -2.540 0.035
H -6.284 1.772 0.331 0.083
H -6.139 0.331 -0.492 0.068
H -4.136 0.743 -2.587 0.102
H -2.791 2.660 -2.087 0.093
H -2.074 1.119 -1.525 0.106
H -2.481 1.554 0.696 0.083
H -3.743 2.778 0.420 0.108
H -0.718 2.935 -0.017 0.109
H -1.812 4.086 -0.773 0.097
H -0.843 4.958 1.343 0.084
H -2.581 5.004 1.312 0.094
C 1.030 -0.197 1.609 0.002
C -0.063 -0.831 0.787 -0.523
O -1.107 -0.258 0.545 0.049
N 0.158 -2.096 0.313 0.004
C 1.330 -2.929 0.499 -0.101
H 0.705 0.795 1.921 0.055
H 1.229 -0.792 2.501 0.086
H 1.943 -0.112 1.015 0.081
H -0.611 -2.461 -0.226 0.129
H 1.757 -3.180 -0.471 0.067
H 1.039 -3.856 1.006 0.077
H 2.081 -2.422 1.088 0.055
C 5.151 -3.061 -2.301 -0.010
C 4.800 -2.930 -0.838 -0.547
O 4.050 -2.063 -0.428 0.031
N 5.353 -3.829 0.024 0.008
C 6.256 -4.923 -0.275 -0.082
H 4.635 -2.280 -2.851 0.084
H 6.226 -2.944 -2.450 0.083
H 4.835 -4.031 -2.688 0.083
H 5.077 -3.686 0.983 0.140
H 5.807 -5.869 0.033 0.081
H 7.192 -4.789 0.270 0.081
H 6.474 -4.969 -1.337 0.069
```

Energy above the lowest of the compared OMol25 structures with the same formula, charge and spin, kJ/mol: 125.4
LUMO level, eV: 1.841
HOMO energy, Eh: -0.1701
Total charge: -1
Kohn-Sham gap, eV: 6.5

=====

Entry 3:
Computed, not measured: a structure of composition C11H27Cl2FMgO6PRbSSi, with ωB97M-V with the def2-TZVPD basis set.

Geometry as XYZ:
```
52
Properties=species:S:1:pos:R:3:lowdin_charge:R:1
C -1.319 4.485 -2.474 -0.148
C -2.049 3.150 -2.210 -0.786
Cl -2.657 3.205 -0.525 0.672
C -3.190 2.884 -3.190 -0.937
Cl -2.617 3.177 -4.860 0.583
P -3.881 1.140 -3.227 0.907
C -4.001 0.452 -1.517 -0.418
C -2.693 -0.046 -0.932 -0.359
O -2.416 -1.398 -1.291 -0.219
Si -0.906 -1.698 -1.938 0.413
C 0.503 -1.023 -0.903 -0.211
C -0.703 -3.561 -1.941 -0.148
C -0.781 -0.958 -3.642 -0.135
H -0.264 4.289 -2.619 0.081
H -1.396 5.110 -1.594 0.048
H -1.760 5.041 -3.289 0.047
H -1.310 2.365 -2.333 0.081
H -3.958 3.624 -2.995 0.063
H -5.231 1.364 -3.561 -0.054
H -4.731 -0.352 -1.535 0.081
H -4.388 1.203 -0.837 0.037
H -2.793 -0.011 0.152 0.115
H -1.842 0.588 -1.176 0.056
H 0.856 -1.751 -0.185 -0.202
H 1.352 -0.877 -1.587 0.033
H 0.323 -0.062 -0.429 0.044
H 0.285 -3.814 -2.320 0.040
H -0.726 -3.889 -0.898 0.012
H -1.465 -4.072 -2.516 0.034
H -1.216 0.038 -3.625 -0.013
H -1.384 -1.529 -4.341 0.039
H 0.263 -0.908 -3.936 0.047
Rb 1.916 -2.750 1.108 0.973
C 1.822 1.202 5.719 -0.060
C 1.868 1.737 4.297 -0.491
C 1.340 3.160 4.222 -0.059
O 1.102 0.889 3.430 -0.068
H 0.792 1.183 6.088 0.082
H 2.199 0.180 5.757 0.078
H 2.418 1.817 6.392 0.083
H 2.893 1.707 3.928 0.140
H 0.296 3.199 4.545 0.082
H 1.375 3.527 3.196 0.081
H 1.923 3.831 4.852 0.083
H 0.190 0.903 3.739 0.082
O 5.534 -6.921 3.198 -0.410
S 5.890 -5.642 2.545 0.254
O 7.085 -5.734 1.740 -0.318
O 5.862 -4.511 3.444 -0.330
O 4.703 -5.442 1.545 -0.577
Mg 3.505 -6.803 1.184 1.354
F 3.384 -1.698 -2.659 -0.782
```

LUMO level, eV: -4.960
HOMO energy, Eh: -0.2692
Total charge: 0
Kohn-Sham gap, eV: 2.4

=====

Entry 4:
Computed, not measured: a structure of composition C11H27ClIN2OP2STi, with ωB97M-V with the def2-TZVPD basis set.

Geometry as XYZ:
```
47
Properties=species:S:1:pos:R:3:lowdin_charge:R:1
C -3.593 1.552 -2.699 -0.038
C -3.552 1.690 -1.118 -0.809
H -2.915 0.725 -3.068 0.111
H -3.323 2.532 -3.043 0.071
H -4.598 1.518 -3.070 0.070
O -2.706 1.036 -0.501 -0.226
I -3.005 3.082 1.461 0.433
Ti 0.773 -0.600 -0.095 0.361
P -1.442 -1.817 0.662 0.736
C -1.343 -3.594 1.171 -0.244
C -2.282 -1.153 2.202 -0.265
H -3.064 -1.919 2.497 0.078
H -3.667 -2.618 0.409 0.066
H -2.758 -0.156 1.958 0.015
H -3.579 -0.955 -0.204 0.033
H -0.957 -3.646 2.207 0.061
H -1.537 -1.034 3.041 0.054
C -3.048 -1.916 -0.185 -0.261
H -2.391 -3.960 1.134 0.064
H -2.900 -2.308 -1.208 0.070
H -0.725 -4.073 0.428 0.017
P 1.102 1.687 -1.080 0.734
C 2.885 1.634 -1.617 -0.233
C 0.242 2.389 -2.481 -0.251
H -0.116 3.496 0.114 0.013
H 1.579 3.998 -0.563 0.088
H 1.455 3.082 1.039 0.071
C 0.980 3.194 0.003 -0.255
H -0.759 2.750 -2.178 0.054
H 0.885 3.222 -2.778 0.063
H 2.936 2.532 -2.249 0.059
H 3.029 0.761 -2.220 0.032
H 0.177 1.632 -3.293 0.076
H 3.572 1.735 -0.757 0.059
Cl -4.988 2.640 -0.477 0.520
S 1.082 -2.355 -1.349 0.369
C 2.404 -1.399 0.538 -0.533
N 2.226 -1.788 1.796 0.038
C 3.333 -1.506 2.579 -0.131
C 4.404 -1.051 1.575 -0.111
N 3.672 -0.932 0.330 0.038
H 1.400 -2.284 2.060 0.139
H 3.720 -2.394 3.089 0.148
H 3.154 -0.720 3.299 0.135
H 5.285 -1.661 1.477 0.131
H 4.758 -0.032 1.782 0.133
H 4.197 -1.013 -0.623 0.216
```

⟨S²⟩: 0.753
Energy above the lowest of the compared OMol25 structures with the same formula, charge and spin, kJ/mol: 0.0
LUMO level (alpha / beta), eV: -7.545 / -7.547
HOMO energy (alpha / beta), Eh: -0.5220 / -0.5126
Total charge: +2
Spin multiplicity: 2
Kohn-Sham gap (alpha / beta), eV: 6.7 / 6.4

=====

Entry 5:
Computed, not measured: a cluster of 2 separate species, C11H27FNSi in total, with ωB97M-V with the def2-TZVPD basis set.

Geometry as XYZ:
```
41
Properties=species:S:1:pos:R:3:lowdin_charge:R:1
C -0.249 1.704 -0.798 -0.076
C -1.025 0.503 -1.334 -0.576
F -1.281 -0.278 -0.070 -0.181
N -2.136 0.716 -2.083 -0.111
Si -3.485 1.556 -1.574 0.296
C -3.283 3.439 -1.298 -0.214
C -4.366 0.933 -0.011 -0.194
C -4.773 1.422 -2.952 -0.213
H -0.849 2.267 -0.081 0.059
H 0.021 2.353 -1.632 0.068
H 0.666 1.383 -0.293 0.037
H -0.311 -0.150 -1.863 0.093
H -4.255 3.935 -1.381 0.002
H -2.901 3.648 -0.296 0.002
H -2.599 3.860 -2.037 0.009
H -5.079 0.152 -0.285 0.007
H -4.942 1.744 0.448 0.006
H -3.671 0.543 0.730 0.003
H -5.598 2.126 -2.808 0.006
H -5.177 0.409 -2.987 0.008
H -4.295 1.632 -3.910 0.009
C 5.180 -2.686 1.021 -0.119
C 3.812 -3.015 1.612 -0.276
C 2.645 -2.639 0.700 -0.226
C 2.537 -1.149 0.373 -0.223
C 2.420 -0.234 1.590 -0.273
C 1.174 -0.509 2.425 -0.105
H 5.291 -1.615 0.844 0.063
H 5.985 -2.995 1.690 0.063
H 5.322 -3.197 0.066 0.071
H 3.703 -2.513 2.578 0.095
H 3.761 -4.087 1.821 0.099
H 1.713 -2.978 1.158 0.103
H 2.737 -3.195 -0.239 0.108
H 1.658 -0.999 -0.260 0.101
H 3.399 -0.841 -0.227 0.101
H 2.386 0.799 1.234 0.092
H 3.317 -0.311 2.215 0.092
H 0.275 -0.410 1.811 0.061
H 1.092 0.195 3.255 0.066
H 1.182 -1.516 2.847 0.062
```

LUMO level, eV: 3.005
HOMO energy, Eh: -0.1226
Total charge: -1
Kohn-Sham gap, eV: 6.3

=====

Entry 6:
Computed, not measured: a structure of composition C11H28Br10INNbO2P2S2, with ωB97M-V with the def2-TZVPD basis set.

Geometry as XYZ:
```
58
Properties=species:S:1:pos:R:3:lowdin_charge:R:1
C 2.809 0.871 -1.868 -0.194
C 1.543 0.837 -2.686 -0.850
Br 2.156 1.219 -4.559 0.559
C 0.525 1.822 -2.238 -0.915
Br -0.948 1.821 -3.548 0.547
Nb -0.341 1.488 -0.111 0.924
N 0.672 -0.288 0.207 -0.197
I -1.804 3.873 -0.461 0.114
P 1.639 2.913 0.825 0.031
S 1.179 4.550 1.844 -0.107
P -2.449 0.135 -0.844 -0.015
O -3.675 0.985 -1.460 -0.508
O -2.162 -1.084 -1.895 -0.338
S -3.032 -0.662 0.839 0.190
H 2.685 1.363 -0.938 -0.022
H 3.614 1.291 -2.401 0.035
H 3.097 -0.130 -1.648 0.056
H 1.167 -0.152 -2.755 0.034
H 0.927 2.802 -2.311 -0.007
H -0.875 1.489 1.636 -0.082
H 0.664 -0.950 -0.551 -0.020
H 1.603 -0.203 0.572 -0.026
H 2.391 2.046 1.646 -0.123
H 2.505 3.231 -0.244 -0.101
H -4.125 0.427 -2.103 -0.166
H -1.270 -1.009 -2.234 0.016
Br 4.114 4.497 7.224 0.564
C 3.145 4.869 5.571 -0.695
C 1.903 4.037 5.442 -0.717
Br 2.303 2.210 4.935 0.589
H 3.839 4.701 4.758 0.047
H 2.891 5.923 5.620 0.056
H 1.282 4.419 4.634 -0.009
H 1.330 3.991 6.359 0.047
Br 5.457 -0.034 -5.578 0.597
C 5.547 -1.956 -5.826 -0.703
C 4.179 -2.576 -5.736 -0.693
Br 3.559 -2.686 -3.896 0.611
H 6.228 -2.343 -5.079 0.046
H 5.971 -2.106 -6.815 0.053
H 4.201 -3.602 -6.095 0.053
H 3.432 -2.015 -6.284 0.049
Br -5.421 -0.871 -1.807 0.873
C -4.608 -2.623 -1.590 -0.645
C -5.654 -3.664 -1.281 -0.685
Br -6.247 -3.548 0.566 0.593
H -3.854 -2.529 -0.815 -0.013
H -4.127 -2.838 -2.540 0.066
H -5.252 -4.668 -1.390 0.055
H -6.532 -3.557 -1.906 0.042
Br -3.117 -3.709 2.899 0.585
C -2.954 -3.418 4.814 -0.701
C -3.686 -2.159 5.189 -0.711
Br -2.684 -0.611 4.592 0.614
H -1.897 -3.366 5.038 0.045
H -3.387 -4.289 5.298 0.052
H -3.794 -2.066 6.266 0.052
H -4.661 -2.100 4.720 0.046
```

LUMO level, eV: 0.880
HOMO energy, Eh: -0.1768
Total charge: -1
Kohn-Sham gap, eV: 5.7

=====

The following total energy values (in Eh) correspond, in order, to the records above: -1446.13951 -1482.99173 -3160.11330 -3307.67238 -879.50695 -28215.12292.